Record 1
{"formula": "C8H9BrO", "method": "ωB97M-V with the def2-TZVPD basis set", "species": ["C", "C", "C", "C", "C", "C", "C", "C", "O", "Br", "H", "H", "H", "H", "H", "H", "H", "H", "H"], "positions_angstrom": [[-0.43285, -0.96573, -1.54125], [0.85239, -0.74395, -1.38572], [0.91377, 1.51194, -0.06176], [-1.54255, -0.60715, -0.41189], [-0.38579, 1.54584, 0.65578], [0.44609, -0.68056, 1.09244], [-0.86764, 0.06414, 0.89629], [1.38699, -0.33985, -0.06624], [1.69766, 2.27979, -0.50922], [3.27226, -0.26715, 0.19266], [-0.72127, -1.51037, -2.45612], [1.59223, -1.05291, -2.13968], [-2.34572, 0.10817, -0.85469], [-2.22054, -1.42078, -0.09545], [-0.14127, 2.03841, 1.62479], [-1.09961, 2.16036, 0.14063], [0.86507, -0.32877, 1.98848], [0.42372, -1.79221, 1.30387], [-1.69297, 0.00076, 1.62710]], "mulliken_charge": [-0.462, -0.440, 0.394, -0.872, -0.723, -1.228, 0.089, 0.480, -0.500, -0.094, 0.347, 0.354, 0.338, 0.380, 0.290, 0.413, 0.533, 0.314, 0.386], "homo_energy_ev": -8.181, "total_charge": 0}

---

Record 2
{"formula": "C2H12N4", "method": "ωB97M-V with the def2-TZVPD basis set", "species": ["N", "C", "N", "H", "H", "H", "H", "H", "H", "N", "C", "N", "H", "H", "H", "H", "H", "H"], "positions_angstrom": [[1.18382, 0.05995, 1.33680], [1.98135, 0.56815, 0.21306], [2.07150, -0.31271, -0.95130], [1.67750, -0.68643, 1.80914], [1.05983, 0.80202, 2.02828], [1.59294, 1.47253, -0.25621], [3.03530, 0.66661, 0.47464], [1.77463, -1.29431, -0.78976], [1.72825, -0.09015, -1.94637], [-1.81471, -1.09544, -0.98694], [-1.64269, 0.28231, -0.50595], [-1.96187, 0.54344, 0.91890], [-1.03995, -1.74107, -0.82524], [-2.36377, -1.23791, -1.82330], [-0.63450, 0.62336, -0.64451], [-2.17580, 0.81359, -1.29743], [-1.60083, -0.16646, 1.56274], [-1.43665, 1.36882, 1.24315]], "mulliken_charge": [-0.469, -0.552, -0.529, 0.242, 0.213, 0.373, 0.295, 0.198, 0.233, -0.494, 0.063, -0.712, 0.174, 0.192, -0.071, 0.288, 0.274, 0.282], "homo_energy_ev": -8.486, "total_charge": 0, "smiles": "NCN.NCN"}

---

Record 3
{"formula": "C22H38N2O3", "method": "ωB97M-V with the def2-TZVPD basis set", "species": ["C", "O", "C", "C", "H", "C", "C", "C", "H", "C", "N", "C", "O", "C", "C", "N", "C", "O", "C", "C", "H", "H", "H", "H", "C", "C", "C", "H", "C", "H", "C", "H", "C", "C", "H", "H", "H", "H", "H", "H", "H", "H", "H", "H", "H", "H", "H", "C", "H", "C", "H", "H", "H", "H", "H", "H", "H", "H", "H", "H", "H", "H", "H", "H", "H"], "positions_angstrom": [[7.22198, 2.80139, 1.64380], [7.68929, 1.97098, 0.61124], [7.06504, 0.71056, 0.53805], [5.63274, 0.75252, -0.00579], [4.99751, 1.29774, 0.69348], [5.08568, -0.65700, -0.21552], [3.70800, -0.68672, -0.88512], [3.33197, -2.12224, -1.26422], [4.06056, -2.52963, -1.96614], [1.94210, -2.17266, -1.89495], [0.95955, -1.60946, -0.98794], [0.04982, -2.43183, -0.41559], [-0.03373, -3.60472, -0.72910], [-0.91755, -1.82317, 0.59748], [-2.06982, -1.16136, -0.15755], [-3.06895, -0.62603, 0.74296], [-3.33649, -1.13577, 1.96889], [-4.23176, -0.69405, 2.66807], [-2.44092, -2.24275, 2.49960], [-1.52891, -2.90612, 1.48028], [-0.74649, -3.47443, 1.98591], [-2.08415, -3.60374, 0.85243], [-3.09072, -2.97525, 2.98147], [-1.84489, -1.78303, 3.29470], [-3.92447, 0.44658, 0.24005], [-4.66481, 0.01942, -1.03212], [-6.07564, 0.60379, -1.15206], [-6.76367, -0.00681, -0.56413], [-6.23142, 2.05674, -0.69301], [-7.15121, 2.44458, -1.13687], [-5.06807, 2.98042, -1.05918], [-5.45108, 4.00006, -1.14605], [-3.96172, 2.99041, -0.00435], [-3.10722, 1.72622, 0.02587], [-2.54816, 1.65890, -0.91186], [-2.38559, 1.81764, 0.84209], [-4.41383, 3.14048, 0.97828], [-3.30025, 3.83999, -0.19408], [-4.65863, 2.70383, -2.03200], [-6.36705, 2.08537, 0.38943], [-6.38191, 0.52180, -2.19777], [-4.07285, 0.30095, -1.90594], [-4.75751, -1.06857, -1.04128], [-4.64597, 0.61356, 1.04528], [-1.70063, -0.34408, -0.78190], [-2.51711, -1.91234, -0.82333], [-0.41278, -1.09400, 1.23627], [1.24371, -0.23085, -0.66735], [0.46851, 0.19596, -0.03465], [2.61012, -0.11463, 0.01489], [2.80357, 0.93496, 0.23686], [2.58844, -0.66817, 0.95625], [1.26201, 0.33694, -1.60650], [1.64779, -3.20191, -2.10350], [1.93002, -1.59783, -2.82762], [3.33695, -2.74754, -0.36919], [3.75435, -0.08577, -1.80092], [5.78592, -1.21240, -0.84391], [5.03039, -1.17152, 0.74667], [5.63996, 1.29427, -0.95380], [7.69545, 0.12609, -0.13782], [7.07124, 0.22713, 1.52752], [7.89027, 3.66001, 1.67141], [7.25336, 2.28548, 2.61164], [6.19967, 3.15157, 1.46225]], "mulliken_charge": [-0.638, -0.381, -0.586, -0.288, 0.333, -1.288, 0.597, -0.798, 0.444, -1.117, 0.187, -0.097, -0.719, 0.554, -0.750, 0.281, 0.832, -0.704, -0.798, -0.786, 0.439, 0.262, 0.401, 0.244, -0.312, -0.728, -0.990, 0.341, -0.640, 0.385, -0.721, 0.352, -0.936, -0.746, 0.338, 0.359, 0.409, 0.395, 0.353, 0.326, 0.388, 0.285, 0.434, 0.635, 0.498, 0.077, 0.365, -0.692, 0.391, -0.934, 0.429, 0.137, 0.272, 0.520, 0.392, 0.299, 0.187, 0.398, 0.416, 0.249, 0.304, 0.348, 0.254, 0.294, 0.246], "homo_energy_ev": -9.041, "total_charge": 0, "smiles": "COCCCC1CCN(C(=O)[C@@H]2CCC(=O)N(C3CCCCCC3)C2)CC1"}

---

Record 4
{"formula": "C4H11NS", "method": "ωB97M-V with the def2-TZVPD basis set", "species": ["C", "N", "C", "C", "S", "C", "H", "H", "H", "H", "H", "H", "H", "H", "H", "H", "H"], "positions_angstrom": [[1.00351, -0.46361, 0.44392], [0.41060, 0.06004, -0.84356], [-0.74728, 0.94838, -0.50047], [-1.72545, 0.20158, 0.40490], [-3.35453, 1.04588, 0.43893], [2.37514, -1.10771, 0.12992], [1.13836, 0.29451, 1.21196], [0.34408, -1.31515, 0.62718], [1.12668, 0.71489, -1.12852], [-1.23604, 1.11873, -1.46710], [-0.46532, 1.91593, -0.08555], [-1.86234, -0.79454, -0.00386], [-1.44005, 0.29371, 1.43763], [-3.65387, 0.86410, -0.85429], [3.18133, -0.44590, 0.41908], [2.53193, -2.02035, 0.69809], [2.37326, -1.31049, -0.92824]], "mulliken_charge": [-0.223, -0.506, -0.489, -0.735, -0.209, -1.229, 0.284, 0.317, 0.238, 0.457, 0.302, 0.368, 0.306, 0.111, 0.310, 0.353, 0.345], "homo_energy_ev": -9.065, "total_charge": 0, "smiles": "CCNCCS"}

---

Record 5
{"formula": "C37H38FNO4PdSb", "method": "ωB97M-V with the def2-TZVPD basis set", "species": ["Pd", "C", "C", "C", "C", "C", "C", "C", "F", "C", "C", "C", "O", "C", "C", "N", "C", "C", "O", "O", "H", "H", "H", "H", "H", "H", "H", "H", "H", "H", "H", "C", "C", "C", "C", "C", "C", "C", "Sb", "C", "C", "C", "C", "C", "C", "C", "C", "C", "C", "C", "C", "C", "C", "H", "H", "H", "H", "H", "H", "H", "H", "H", "H", "H", "H", "H", "H", "H", "H", "H", "H", "H", "H", "H", "C", "C", "O", "H", "H", "H", "H", "H", "H"], "positions_angstrom": [[0.40518, -0.15191, 0.91858], [-6.94959, 0.51785, -0.83745], [-6.60881, -0.23181, 0.44419], [-7.53488, -1.40302, 0.73278], [-7.39713, -2.47127, -0.34124], [-5.95176, -2.84346, -0.54339], [-5.61188, -4.06230, -1.08220], [-4.27514, -4.41722, -1.25146], [-4.00414, -5.61786, -1.78392], [-3.25568, -3.59187, -0.88180], [-3.57310, -2.34342, -0.32997], [-2.49120, -1.45533, 0.07806], [-1.28927, -1.78878, 0.00486], [-2.91024, -0.18979, 0.60895], [-4.22513, 0.10870, 0.76217], [-5.21281, -0.72024, 0.38842], [-4.91380, -1.96061, -0.16724], [-1.76042, 0.61926, 1.08452], [-1.41217, 0.55579, 2.27599], [-0.95506, 1.11714, 0.18794], [-7.98149, 0.86789, -0.80384], [-6.82923, -0.11906, -1.71411], [-6.29990, 1.38435, -0.96292], [-6.64430, 0.45978, 1.28713], [-8.56033, -1.03806, 0.78718], [-7.28388, -1.82292, 1.70949], [-7.81956, -2.11592, -1.28471], [-7.96358, -3.36136, -0.06759], [-6.38179, -4.76629, -1.37230], [-2.22019, -3.87394, -1.00569], [-4.54531, 1.04921, 1.19281], [1.63790, 2.99767, 2.35499], [1.75254, 3.68989, 1.02410], [1.50292, 5.05383, 0.91956], [1.58491, 5.71008, -0.30070], [1.92259, 5.01129, -1.44792], [2.18463, 3.65087, -1.36598], [2.10464, 2.99738, -0.14089], [2.51051, 0.93172, -0.07226], [2.94482, 0.47881, -2.08697], [4.28346, 0.36063, -2.45237], [4.62934, 0.10376, -3.77110], [3.63066, -0.03338, -4.72096], [2.29779, 0.08300, -4.35408], [1.92515, 0.33548, -3.03710], [0.47103, 0.45586, -2.67614], [4.45863, 0.89462, 0.76711], [5.03994, 2.14416, 0.97549], [6.34942, 2.24510, 1.42191], [7.08269, 1.09261, 1.65135], [6.50717, -0.14924, 1.42994], [5.19311, -0.27251, 0.98859], [4.62259, -1.64504, 0.75326], [1.43303, 3.71343, 3.14920], [2.56114, 2.47180, 2.61552], [0.82206, 2.26924, 2.34909], [1.23627, 5.60958, 1.81031], [1.38383, 6.77213, -0.35236], [1.98806, 5.51826, -2.40131], [2.46116, 3.10503, -2.26075], [5.06537, 0.47556, -1.71121], [5.67059, 0.01695, -4.05106], [3.88722, -0.22994, -5.75374], [1.52480, -0.02369, -5.10539], [-0.15102, 0.41605, -3.56901], [0.25230, 1.39540, -2.16276], [0.15128, -0.35288, -2.01399], [4.47655, 3.05003, 0.78780], [6.79043, 3.22011, 1.57960], [8.10660, 1.15679, 1.99491], [7.09016, -1.04683, 1.59718], [5.41617, -2.38561, 0.67173], [4.04408, -1.68581, -0.17585], [3.98564, -1.93604, 1.58992], [1.35063, -3.18537, 3.77222], [0.54403, -2.30506, 2.85312], [1.43488, -1.63229, 1.89871], [0.68523, -3.65357, 4.49776], [2.09505, -2.60393, 4.31447], [1.85127, -3.98345, 3.22110], [0.05287, -1.49124, 3.38297], [-0.20214, -2.85760, 2.28157], [1.81260, -2.28718, 1.29716]], "mulliken_charge": [0.231, -1.364, -0.247, -1.045, -1.148, 1.170, -0.692, 0.034, -0.349, -1.054, 0.271, 1.884, -0.914, 0.148, -0.079, 0.025, -0.487, -0.397, -0.581, -0.670, 0.387, 0.378, 0.383, 0.501, 0.429, 0.361, 0.364, 0.484, 0.542, 0.635, 0.543, -1.420, 0.466, -0.728, -0.679, -0.893, -0.778, 1.108, 1.958, 0.653, -0.612, -0.841, -0.740, -0.788, 0.645, -1.170, 0.414, -0.338, -0.934, -0.714, -0.624, 0.788, -1.231, 0.459, 0.261, 0.155, 0.411, 0.394, 0.436, 0.459, 0.345, 0.459, 0.388, 0.413, 0.459, 0.240, 0.168, 0.394, 0.458, 0.393, 0.427, 0.470, 0.265, 0.167, -1.353, 0.031, -0.375, 0.429, 0.313, 0.344, 0.250, 0.206, 0.247], "homo_energy_ev": [-10.732, -10.732], "total_charge": 1}

---

Record 6
{"formula": "C14H17Cl2N2S", "method": "ωB97M-V with the def2-TZVPD basis set", "species": ["C", "C", "N", "C", "C", "N", "C", "S", "C", "Cl", "C", "C", "Cl", "H", "H", "H", "H", "H", "H", "H", "H", "H", "H", "H", "C", "C", "C", "C", "C", "C", "H", "H", "H", "H", "H", "H"], "positions_angstrom": [[3.80760, 1.30751, 1.35754], [2.57087, 1.70846, 0.39953], [2.34001, 0.89010, -0.59833], [1.73934, 3.06815, 0.68211], [0.44872, 2.82559, 1.58575], [0.36749, 4.08113, 2.47215], [0.45779, 3.76545, 3.70475], [0.99293, 3.62704, 5.28963], [-0.92232, 2.82162, 0.78446], [-0.82186, 2.56367, -1.02694], [-1.77827, 1.56776, 1.37381], [-1.20598, 0.15235, 0.88796], [-3.47997, 1.71570, 0.59661], [4.32126, 0.38670, 0.89279], [4.58845, 2.14242, 1.32227], [3.48138, 1.02544, 2.40755], [1.55691, 1.27173, -1.15214], [1.57691, 3.68429, -0.26566], [2.46126, 3.69838, 1.32904], [-1.53833, 3.75486, 1.04029], [-1.87980, 1.64041, 2.49977], [-1.11163, -0.53331, 1.81073], [-1.91594, -0.41233, 0.17958], [-0.16946, 0.19303, 0.42444], [-0.57279, -2.74076, -2.32904], [-1.94670, -2.68739, -2.11763], [-2.69892, -3.85770, -2.12623], [-2.07508, -5.08374, -2.33692], [-0.70047, -5.13755, -2.54469], [0.05029, -3.96604, -2.54505], [0.01271, -1.82758, -2.32536], [-2.43179, -1.73213, -1.94659], [-3.77114, -3.81477, -1.96777], [-2.66077, -5.99705, -2.33885], [-0.21375, -6.09380, -2.70727], [1.12104, -4.00767, -2.71230]], "mulliken_charge": [-1.050, 0.670, -0.840, -0.713, 0.079, -0.475, 0.228, -0.330, -0.459, -0.224, -0.050, -0.663, -0.288, 0.307, 0.277, 0.242, 0.304, 0.321, 0.311, 0.428, 0.430, 0.219, 0.234, 0.051, -0.375, -0.375, -0.399, -0.356, -0.328, -0.423, 0.422, 0.433, 0.352, 0.340, 0.340, 0.360], "homo_energy_ev": -3.226, "total_charge": -1}

---

| no. | electronic energy (eV) | largest force on an atom (eV/A) |
| --- | --- | --- |
| 1 | -80529.8663 | 4.721 |
| 2 | -8227.5920 | 3.331 |
| 3 | -32554.7414 | 0.555 |
| 4 | -16650.9564 | 2.470 |
| 5 | -61395.5899 | 0.825 |
| 6 | -53651.7758 | 6.056 |